{"formula": "C2H3O3PS", "method": "the ωB97M-V functional and the def2-TZVPD basis", "species": ["C", "O", "C", "H", "P", "O", "O", "H", "S", "H"], "positions_angstrom": [[0.06, -0.40, -0.64], [1.15, -2.73, -2.09], [-0.43, 0.29, 0.38], [-0.07, 0.14, 1.39], [1.23, -1.67, -3.16], [2.42, -0.75, -3.10], [0.73, -2.06, -4.53], [0.82, -1.15, -0.60], [-0.49, -0.15, -2.43], [-1.20, 1.04, 0.25]], "mulliken_charge": [-0.243, -0.752, -0.714, 0.270, 0.827, -0.724, -0.752, 0.327, -0.462, 0.221], "lumo_ev": 6.303, "fmax_ev_per_a": 3.052, "relative_energy_kj_mol": 0.0, "smiles": "C=CSP(=O)([O-])[O-]", "gap_ev": 6.17, "charge": -2}